# 1
{"formula": "C5H7N", "method": "ωB97M-V/def2-TZVPD", "orbital_gap_ha": 0.3224, "total_charge": 0, "homo_ha": -0.289, "lumo_ev": 0.92, "relative_energy_kcal_mol": 112.0, "elements": ["C", "C", "C", "N", "C", "C", "H", "H", "H", "H", "H", "H", "H"], "xyz": [[1.995, -0.047, -0.021], [0.274, -0.290, 0.004], [0.873, -1.369, -0.438], [-2.480, -0.509, -0.383], [-1.966, 0.599, -0.006], [-0.539, 0.749, 0.245], [1.985, 0.542, 0.906], [2.768, -0.805, 0.119], [2.222, 0.567, -0.889], [1.048, -2.232, 0.201], [-3.485, -0.401, -0.517], [-2.555, 1.512, 0.158], [-0.140, 1.684, 0.620]], "mulliken_charge": [-1.033, 0.595, -0.289, -0.589, -0.210, -0.503, 0.370, 0.331, 0.241, 0.201, 0.235, 0.341, 0.310]}

# 2
{"formula": "C5H7N", "method": "ωB97M-V/def2-TZVPD", "orbital_gap_ha": 0.3809, "smiles": "C#C[C@@H]1N[C@@H]1C", "total_charge": 0, "homo_ha": -0.340, "lumo_ev": 1.12, "relative_energy_kcal_mol": 65.0, "elements": ["C", "C", "N", "C", "C", "C", "H", "H", "H", "H", "H", "H", "H"], "xyz": [[1.553, -0.061, 0.387], [0.542, -0.915, -0.333], [-0.622, -1.457, 0.356], [-0.824, -0.424, -0.673], [-1.273, 0.901, -0.301], [-1.705, 1.991, -0.023], [1.071, 0.628, 1.088], [2.251, -0.694, 0.947], [2.136, 0.535, -0.324], [0.972, -1.622, -1.041], [-0.708, -1.030, 1.277], [-1.290, -0.806, -1.579], [-2.102, 2.953, 0.219]], "mulliken_charge": [-1.223, 0.267, -0.625, -0.432, -0.706, 0.389, 0.319, 0.330, 0.291, 0.358, 0.292, 0.323, 0.418]}

# 3
{"formula": "C5H7N", "method": "ωB97M-V/def2-TZVPD", "orbital_gap_ha": 0.3353, "smiles": "Cc1cc[nH]c1", "total_charge": 0, "homo_ha": -0.296, "lumo_ev": 1.08, "relative_energy_kcal_mol": 45.4, "elements": ["C", "C", "C", "N", "C", "C", "H", "H", "H", "H", "H", "H", "H"], "xyz": [[1.920, 0.099, 0.129], [0.433, 0.098, -0.025], [-0.310, -1.000, -0.402], [-1.601, -0.636, -0.381], [-1.772, 0.656, 0.095], [-0.475, 1.157, 0.259], [2.232, 0.768, 0.936], [2.273, -0.909, 0.374], [2.418, 0.416, -0.792], [-0.049, -2.034, -0.562], [-2.377, -1.019, -0.891], [-2.551, 0.234, 0.764], [-0.141, 2.169, 0.495]], "mulliken_charge": [-1.121, 0.758, -0.655, -0.117, -0.494, -0.459, 0.316, 0.304, 0.242, 0.367, 0.259, 0.229, 0.373]}

Number 1: DFT total energy -249.29471 a.u.. Number 2: DFT total energy -249.36967 a.u.. Number 3: DFT total energy -249.40088 a.u..